{"formula": "C32H29ClN3O5PtS", "method": "ωB97M-V/def2-TZVPD", "max_force_ev_per_a": 2.9, "molar_mass_g_mol": 798.20, "spin_multiplicity": 1, "charge": 1, "e_tot_ev": -74949.481, "homo_ev": [-10.839, -10.839], "gap_ev": [5.000, 5.002], "species": ["Pt", "C", "C", "C", "C", "C", "C", "C", "N", "C", "N", "C", "C", "C", "C", "C", "C", "C", "N", "C", "C", "C", "C", "C", "C", "C", "H", "H", "H", "H", "H", "H", "H", "H", "H", "H", "H", "H", "H", "H", "H", "H", "H", "H", "H", "H", "H", "H", "O", "Cl", "O", "O", "O", "C", "C", "O", "S", "C", "C", "C", "C", "C", "C", "C", "C", "H", "H", "H", "H", "H", "H", "H"], "coordinates": [[0.816, 0.841, -2.272], [3.118, -2.243, 1.833], [3.423, -1.125, 2.796], [4.407, -1.301, 3.767], [4.690, -0.319, 4.701], [3.982, 0.875, 4.689], [3.005, 1.078, 3.732], [2.736, 0.094, 2.786], [1.690, 0.348, 1.844], [1.793, 0.261, 0.507], [3.031, 0.198, 0.019], [3.441, -0.009, -1.286], [2.558, -0.206, -2.328], [3.007, -0.503, -3.603], [4.361, -0.543, -3.853], [5.258, -0.300, -2.819], [4.824, -0.030, -1.534], [5.802, 0.273, -0.431], [0.709, 0.216, -0.240], [-0.579, 0.092, 0.362], [-1.056, -1.195, 0.605], [-2.303, -1.382, 1.170], [-3.089, -0.278, 1.471], [-2.609, 1.000, 1.228], [-1.349, 1.218, 0.679], [-0.848, 2.608, 0.417], [3.237, -3.202, 2.335], [3.801, -2.234, 0.981], [2.099, -2.185, 1.451], [4.947, -2.240, 3.793], [5.455, -0.489, 5.446], [4.196, 1.643, 5.419], [2.437, 2.000, 3.714], [0.775, 0.580, 2.204], [3.760, 0.407, 0.687], [2.301, -0.672, -4.408], [4.722, -0.724, -4.855], [6.322, -0.310, -3.016], [6.815, 0.267, -0.825], [5.763, -0.469, 0.372], [5.623, 1.265, -0.006], [-0.429, -2.040, 0.344], [-2.658, -2.383, 1.375], [-4.075, -0.411, 1.898], [-3.223, 1.858, 1.474], [-1.410, 3.338, 0.995], [-0.948, 2.861, -0.639], [0.212, 2.710, 0.657], [0.465, 3.440, -2.378], [1.917, 3.351, -2.428], [2.345, 2.662, -1.208], [2.536, 4.608, -2.556], [2.257, 2.458, -3.541], [-8.707, -2.101, 1.198], [-7.594, -1.336, 0.549], [-6.690, -0.776, 1.098], [-7.734, -1.434, -1.264], [-6.185, -0.790, -1.804], [-5.486, -1.508, -2.775], [-4.201, -1.138, -3.115], [-3.600, -0.050, -2.470], [-4.354, 0.737, -1.593], [-5.644, 0.376, -1.267], [-2.215, 0.217, -2.622], [-1.022, 0.428, -2.697], [-8.830, -1.774, 2.228], [-8.445, -3.160, 1.196], [-9.639, -1.984, 0.648], [-5.942, -2.383, -3.218], [-3.640, -1.692, -3.854], [-3.908, 1.625, -1.170], [-6.225, 0.988, -0.594]], "forces_ev_per_angstrom": [[1.231, 0.423, 2.617], [0.045, 0.034, 0.077], [-0.121, -0.050, -0.053], [0.024, 0.070, -0.023], [0.013, -0.012, -0.030], [0.022, -0.029, 0.034], [-0.025, 0.093, -0.061], [0.183, -0.100, 0.075], [-0.324, -0.079, 0.022], [0.053, -0.016, 0.334], [0.451, 0.467, 0.264], [-0.334, -0.326, 0.214], [-0.378, 0.044, -0.786], [-0.448, -0.167, -0.271], [0.131, -0.067, 0.020], [-0.084, 0.091, 0.095], [0.138, -0.069, -0.217], [-0.063, -0.078, -0.013], [-0.613, 0.589, -2.074], [-0.492, -0.241, 0.125], [0.144, 0.048, -0.048], [0.004, -0.035, 0.006], [0.007, 0.025, 0.060], [0.052, -0.015, 0.097], [0.210, -0.011, -0.016], [-0.004, -0.074, -0.020], [-0.014, -0.008, -0.015], [-0.030, -0.019, -0.024], [-0.004, -0.033, 0.002], [-0.012, -0.003, 0.011], [0.001, 0.001, -0.005], [-0.039, 0.005, 0.002], [0.033, 0.017, -0.042], [-0.026, -0.071, -0.022], [-0.021, -0.008, 0.021], [0.001, 0.079, -0.007], [-0.046, -0.078, -0.002], [-0.005, 0.013, -0.020], [0.005, 0.008, 0.014], [-0.020, 0.037, 0.029], [0.015, -0.015, 0.033], [-0.030, -0.012, -0.027], [-0.029, 0.006, -0.033], [-0.022, -0.005, -0.041], [0.008, -0.006, 0.014], [0.007, 0.001, 0.001], [-0.045, 0.048, 0.012], [0.002, 0.058, 0.001], [0.064, -0.019, -0.191], [0.035, 0.841, 0.167], [-0.038, -0.213, -0.108], [-0.043, -0.137, -0.039], [-0.359, -0.276, -0.264], [-0.078, 0.038, 0.228], [0.256, -0.074, -0.636], [-0.092, -0.085, 0.281], [-0.242, 0.099, 0.086], [0.095, -0.041, 0.090], [-0.011, -0.023, 0.193], [0.137, 0.119, -0.031], [-0.368, 0.092, -0.033], [0.067, -0.029, -0.124], [-0.055, 0.032, -0.114], [0.441, -0.172, -0.069], [0.559, -0.614, 0.167], [0.008, 0.035, -0.014], [0.020, 0.008, -0.027], [0.007, 0.006, -0.013], [0.038, -0.011, -0.019], [-0.005, -0.071, 0.048], [-0.003, 0.006, 0.049], [0.015, -0.039, 0.045]], "mulliken_charge": [1.150, -1.155, 1.394, -0.805, -0.681, -0.630, -0.717, -0.112, 0.347, 0.121, 0.668, 0.503, 0.244, -0.754, -0.858, -0.875, 0.674, -1.638, 0.062, -1.931, -0.087, -1.192, -0.383, -1.092, 2.341, -1.402, 0.599, 0.210, 0.057, 0.468, 0.415, 0.405, 0.472, 0.344, 0.060, 0.517, 0.426, 0.415, 0.402, 0.359, 0.420, 0.565, 0.436, 0.454, 0.424, 0.528, 0.213, 0.181, -0.570, 1.656, -0.498, -0.634, -0.567, -1.209, 0.809, -0.488, -0.257, 0.300, -0.544, -0.811, 0.417, -0.533, -0.430, 0.379, -0.570, 0.315, 0.319, 0.380, 0.421, 0.502, 0.552, 0.496]}


{"formula": "C32H29HgN12", "method": "ωB97M-V/def2-TZVPD", "max_force_ev_per_a": 0.5, "molar_mass_g_mol": 782.26, "spin_multiplicity": 2, "e_tot_ev": -55712.876, "homo_ev": [-4.849, -7.903], "gap_ev": [4.933, 7.985], "species": ["Hg", "C", "N", "C", "C", "N", "C", "C", "C", "C", "C", "C", "N", "C", "N", "C", "C", "C", "C", "C", "C", "N", "H", "H", "H", "H", "H", "H", "H", "H", "H", "H", "H", "H", "H", "H", "H", "N", "C", "N", "C", "N", "N", "C", "N", "C", "C", "C", "C", "C", "N", "H", "H", "H", "H", "H", "H", "H", "H", "C", "C", "C", "C", "C", "C", "C", "C", "N", "H", "H", "H", "H", "H", "H"], "coordinates": [[0.894, 0.058, -0.123], [-1.486, 2.564, 1.041], [-1.465, 1.151, 1.335], [-1.697, 0.794, 2.715], [-1.603, -0.696, 2.855], [-1.659, -1.522, 1.855], [-1.514, -2.787, 2.410], [-1.450, -4.031, 1.786], [-1.239, -5.137, 2.588], [-1.093, -5.019, 3.978], [-1.152, -3.792, 4.611], [-1.366, -2.684, 3.800], [-1.427, -1.326, 4.057], [-1.112, 2.750, -0.396], [-0.743, 1.777, -1.174], [-0.478, 2.356, -2.414], [-0.059, 1.778, -3.609], [0.163, 2.622, -4.679], [-0.035, 4.007, -4.578], [-0.475, 4.592, -3.406], [-0.694, 3.736, -2.332], [-1.104, 3.957, -1.025], [-0.761, 3.088, 1.670], [-2.468, 3.027, 1.225], [-2.097, 0.652, 0.719], [-2.674, 1.128, 3.099], [-0.929, 1.272, 3.330], [-1.562, -4.111, 0.712], [-1.174, -6.120, 2.139], [-0.925, -5.913, 4.566], [-1.034, -3.700, 5.684], [-1.354, -0.888, 4.958], [0.077, 0.708, -3.691], [0.503, 2.208, -5.619], [0.157, 4.631, -5.441], [-0.642, 5.659, -3.328], [-1.350, 4.845, -0.627], [3.241, 2.078, -1.991], [3.094, 0.863, -2.603], [3.903, 0.607, -3.626], [3.648, -0.571, -4.232], [4.477, -0.895, -5.261], [2.683, -1.422, -3.930], [1.900, -1.070, -2.881], [2.129, 0.068, -2.157], [0.772, -1.870, -2.543], [0.364, -2.943, -3.383], [-0.795, -3.613, -3.129], [-1.581, -3.243, -2.006], [-1.121, -2.233, -1.201], [0.016, -1.559, -1.424], [4.124, 2.527, -2.170], [2.882, 2.147, -1.054], [5.343, -0.387, -5.314], [4.466, -1.851, -5.565], [0.994, -3.179, -4.229], [-1.122, -4.413, -3.781], [-2.508, -3.747, -1.773], [-1.663, -1.949, -0.305], [2.455, 0.152, 1.421], [3.681, -0.360, 0.758], [3.723, -1.673, 0.267], [4.790, -2.135, -0.474], [5.873, -1.293, -0.733], [5.876, -0.003, -0.207], [4.795, 0.448, 0.529], [6.967, -1.732, -1.553], [7.841, -2.074, -2.218], [2.601, 1.132, 1.870], [2.105, -0.538, 2.190], [2.869, -2.319, 0.442], [4.784, -3.139, -0.879], [6.726, 0.641, -0.391], [4.808, 1.461, 0.919]], "forces_ev_per_angstrom": [[0.110, -0.239, 0.377], [-0.157, -0.083, 0.014], [0.001, 0.083, 0.007], [-0.005, -0.059, -0.013], [0.124, -0.040, -0.023], [-0.117, 0.150, 0.121], [0.114, -0.028, 0.116], [-0.083, -0.044, 0.006], [0.001, -0.016, -0.012], [-0.007, -0.003, -0.005], [-0.046, 0.044, 0.050], [0.085, -0.047, -0.167], [-0.076, 0.075, 0.091], [0.105, 0.135, 0.019], [0.139, -0.210, -0.141], [-0.035, 0.208, 0.006], [-0.065, -0.016, -0.032], [0.007, -0.031, -0.007], [-0.004, 0.000, 0.017], [-0.056, 0.033, 0.044], [0.123, -0.145, -0.051], [-0.075, 0.069, -0.041], [0.017, -0.057, 0.068], [0.023, 0.108, 0.001], [0.094, -0.141, -0.010], [-0.021, 0.043, 0.028], [0.021, -0.016, 0.060], [0.064, -0.058, 0.077], [-0.021, 0.033, -0.014], [-0.002, 0.024, 0.006], [0.011, -0.026, -0.027], [0.019, 0.042, -0.007], [0.026, 0.016, 0.018], [-0.010, 0.001, 0.018], [-0.008, 0.002, 0.004], [0.025, -0.019, -0.029], [-0.038, -0.016, 0.064], [0.031, -0.030, -0.026], [-0.034, -0.063, -0.017], [0.006, 0.054, -0.064], [0.023, -0.106, 0.227], [-0.019, 0.060, -0.046], [0.005, -0.010, -0.132], [-0.099, 0.004, 0.052], [0.037, 0.068, -0.197], [-0.023, 0.045, 0.002], [0.018, -0.027, 0.032], [-0.003, 0.026, 0.043], [0.106, -0.045, -0.126], [-0.129, 0.003, 0.133], [0.190, 0.183, -0.203], [0.014, 0.020, 0.024], [0.003, 0.003, 0.039], [-0.009, -0.016, 0.003], [-0.004, -0.021, 0.008], [-0.039, -0.006, 0.000], [0.039, -0.004, -0.007], [-0.021, 0.018, 0.009], [0.084, 0.048, -0.206], [-0.444, 0.003, -0.020], [0.113, -0.123, -0.146], [-0.058, 0.067, 0.062], [0.041, -0.051, -0.045], [-0.082, 0.126, 0.083], [0.048, -0.071, -0.062], [-0.043, 0.072, 0.017], [0.070, -0.070, -0.066], [-0.071, 0.025, 0.061], [-0.011, 0.028, -0.042], [-0.001, 0.014, 0.029], [0.027, -0.025, -0.064], [-0.008, 0.017, 0.018], [-0.025, 0.023, -0.001], [-0.016, -0.011, -0.002]], "mulliken_spin": [0.003, -0.001, -0.001, 0.000, 0.000, -0.001, 0.008, -0.002, 0.001, 0.000, 0.000, 0.000, 0.000, 0.000, 0.007, -0.005, 0.005, 0.005, -0.001, 0.001, -0.001, 0.000, 0.000, 0.000, 0.000, 0.000, 0.000, -0.008, 0.000, 0.000, 0.000, 0.000, -0.014, 0.001, 0.000, 0.000, 0.000, 0.002, -0.035, 0.096, -0.003, 0.008, 0.064, 0.254, 0.078, 0.075, 0.096, 0.036, 0.175, -0.062, 0.168, 0.001, 0.001, 0.002, 0.000, 0.026, 0.006, 0.014, -0.002, -0.001, -0.003, 0.016, -0.013, 0.002, -0.002, -0.001, 0.001, 0.000, 0.000, 0.001, 0.006, -0.003, 0.000, 0.000]}


{"formula": "C32H29N3OPPtS3SbSe4", "method": "ωB97M-V/def2-TZVPD", "max_force_ev_per_a": 0.7, "molar_mass_g_mol": 1231.46, "spin_multiplicity": 1, "charge": -2, "e_tot_ev": -353143.333, "homo_ev": -1.372, "gap_ev": 5.101, "species": ["Pt", "Se", "Sb", "Se", "Se", "Se", "C", "C", "C", "C", "C", "O", "C", "N", "C", "C", "C", "C", "C", "C", "P", "C", "C", "C", "C", "C", "C", "C", "C", "C", "C", "C", "C", "H", "H", "H", "H", "H", "H", "H", "H", "H", "H", "H", "H", "H", "H", "H", "H", "H", "H", "H", "H", "H", "H", "H", "H", "S", "C", "S", "C", "N", "N", "C", "C", "C", "C", "C", "C", "S", "H", "H", "H", "H", "H"], "coordinates": [[0.554, 2.100, 1.107], [-0.086, 7.152, 2.333], [0.964, 5.707, 0.714], [2.226, 3.778, 1.723], [-0.595, 3.921, -0.133], [2.222, 6.716, -1.094], [-3.564, 2.750, 1.646], [-2.564, 1.959, 2.486], [-3.115, 1.705, 3.885], [-2.141, 0.631, 1.846], [-3.246, -0.151, 1.142], [-2.990, 0.062, -0.266], [-1.736, 0.573, -0.357], [-1.174, 0.845, 0.750], [-1.253, 0.758, -1.748], [-2.257, 0.830, -2.715], [-1.955, 1.067, -4.045], [-0.634, 1.224, -4.422], [0.372, 1.129, -3.473], [0.098, 0.896, -2.128], [1.471, 0.853, -0.896], [1.858, -0.926, -0.875], [2.952, -1.318, -0.094], [3.284, -2.656, 0.041], [2.530, -3.636, -0.594], [1.454, -3.257, -1.382], [1.114, -1.916, -1.515], [2.857, 1.539, -1.851], [3.857, 0.805, -2.488], [4.889, 1.460, -3.147], [4.925, 2.849, -3.181], [3.933, 3.587, -2.548], [2.909, 2.936, -1.877], [-3.604, 3.783, 1.994], [-4.573, 2.329, 1.714], [-3.265, 2.798, 0.599], [-1.649, 2.550, 2.567], [-4.036, 1.109, 3.849], [-3.354, 2.648, 4.380], [-2.390, 1.173, 4.505], [-1.641, 0.011, 2.591], [-4.251, 0.203, 1.358], [-3.181, -1.222, 1.329], [-3.287, 0.724, -2.409], [-2.753, 1.142, -4.773], [-0.375, 1.423, -5.455], [1.401, 1.250, -3.783], [3.530, -0.562, 0.427], [4.124, -2.939, 0.663], [2.773, -4.683, -0.460], [0.867, -4.012, -1.892], [0.280, -1.640, -2.150], [3.829, -0.278, -2.465], [5.666, 0.883, -3.636], [5.735, 3.356, -3.692], [3.945, 4.670, -2.541], [2.154, 3.524, -1.367], [1.626, -4.892, 3.534], [1.248, -3.300, 3.173], [2.196, -1.955, 3.708], [1.200, -0.838, 2.782], [0.230, -1.437, 2.161], [0.253, -2.808, 2.409], [-0.769, -3.557, 1.759], [-1.178, -3.156, 0.493], [-2.189, -3.852, -0.151], [-2.799, -4.934, 0.466], [-2.400, -5.311, 1.740], [-1.389, -4.624, 2.396], [1.614, 0.820, 2.848], [-0.706, -2.295, 0.045], [-2.504, -3.536, -1.139], [-3.591, -5.474, -0.039], [-2.880, -6.147, 2.235], [-1.067, -4.914, 3.384]], "forces_ev_per_angstrom": [[-0.044, 0.551, 0.355], [-0.018, 0.062, 0.016], [0.001, 0.057, -0.026], [0.223, -0.224, 0.153], [-0.194, -0.218, -0.217], [-0.025, 0.071, 0.015], [0.049, 0.029, -0.046], [-0.141, -0.047, 0.003], [-0.009, -0.042, 0.023], [0.125, -0.054, 0.092], [0.050, -0.054, -0.102], [-0.083, -0.144, 0.023], [-0.001, -0.195, -0.064], [0.032, 0.499, 0.054], [0.020, 0.055, 0.083], [-0.012, 0.011, -0.105], [-0.029, -0.005, 0.042], [0.060, -0.014, -0.004], [-0.021, -0.009, -0.024], [-0.071, 0.037, 0.105], [-0.026, -0.291, -0.293], [0.028, -0.133, -0.153], [-0.050, -0.097, 0.089], [0.003, 0.089, 0.086], [-0.045, 0.021, -0.046], [0.042, -0.076, 0.008], [0.258, 0.049, -0.192], [-0.019, 0.213, 0.016], [-0.015, -0.040, 0.001], [0.009, 0.003, -0.015], [-0.017, -0.004, 0.007], [0.026, -0.019, -0.021], [0.089, -0.037, -0.054], [-0.003, -0.001, 0.026], [0.010, -0.011, -0.008], [0.007, -0.006, -0.004], [0.058, 0.028, 0.028], [0.031, -0.003, -0.005], [-0.005, 0.012, -0.017], [0.001, 0.014, 0.000], [-0.017, 0.075, -0.010], [-0.024, 0.028, 0.004], [0.012, -0.075, -0.001], [0.010, -0.006, 0.017], [0.003, 0.007, -0.003], [-0.013, -0.006, 0.003], [0.009, 0.014, 0.006], [-0.013, 0.018, 0.015], [0.002, -0.004, 0.030], [-0.002, 0.006, -0.017], [-0.033, 0.000, 0.028], [-0.017, 0.002, 0.027], [0.017, 0.019, -0.018], [-0.010, -0.002, 0.007], [-0.004, -0.005, 0.001], [-0.010, -0.015, 0.016], [-0.012, -0.001, -0.017], [-0.024, 0.075, 0.021], [-0.027, -0.077, -0.083], [0.014, -0.097, -0.050], [0.067, 0.061, 0.048], [0.011, -0.077, -0.003], [0.093, -0.010, -0.012], [-0.010, 0.037, 0.080], [-0.094, 0.058, 0.087], [-0.011, 0.050, -0.013], [-0.012, -0.012, -0.010], [0.009, -0.001, 0.012], [0.025, -0.016, -0.049], [-0.164, -0.106, 0.000], [-0.071, -0.034, 0.026], [0.007, 0.017, 0.010], [0.012, 0.001, 0.003], [0.003, 0.007, 0.007], [-0.018, -0.013, 0.010]], "mulliken_charge": [2.571, -0.760, 0.677, -0.556, -0.723, -0.730, -1.633, 1.105, -1.655, 0.007, -0.762, -0.471, 0.771, -0.506, -0.485, -0.881, -0.845, -0.780, -0.565, 0.576, 1.083, 0.336, -0.234, -0.865, -0.466, -0.353, -0.559, -0.589, -0.123, -0.677, -0.542, -0.625, 0.386, 0.433, 0.382, 0.233, 0.147, 0.292, 0.454, 0.398, 0.319, 0.475, 0.168, 0.492, 0.371, 0.410, 0.394, 0.439, 0.399, 0.361, 0.359, 0.314, 0.318, 0.384, 0.352, 0.268, -0.253, -0.393, 0.199, -0.175, 0.121, -0.222, 0.303, -0.249, 0.240, -0.960, -0.591, -0.635, -0.419, -0.564, 0.699, 0.421, 0.405, 0.365, 0.419]}